--- i ---
A single C5H12N2Si molecule, computed with wB97M-V/def2-TZVPD.

Properties
HOMO-LUMO gap (alpha / beta)   5.65 / 8.34 eV
2S+1   3
LUMO (alpha / beta)   0.7682 / -0.8688 eV
HOMO energy (alpha / beta)   -4.886 / -9.209 eV

Positions of all 20 atoms, in Å:
C -1.667 -2.760 0.411
C -1.586 -1.981 -0.680
C 0.943 1.071 1.085
C 2.410 0.681 0.777
C -1.463 1.089 -1.646
N 0.033 -0.004 0.839
N 2.583 0.237 -0.460
Si -0.818 -0.323 -0.556
H -2.379 -3.491 0.496
H -1.115 -2.673 1.332
H -2.141 -2.105 -1.522
H 0.775 1.339 2.175
H 0.586 1.903 0.388
H 3.042 1.632 1.044
H 2.605 -0.263 1.555
H -0.641 1.769 -2.024
H -1.925 0.795 -2.545
H -2.377 1.478 -1.104
H 0.220 -0.673 1.636
H 2.993 0.983 -1.171

***

--- ii ---
2 unconnected molecules or ions with the total composition C5H12N2Si, computed with wB97M-V/def2-TZVPD.

Properties
HOMO-LUMO gap (alpha / beta)   9.78 / 7.15 eV
2S+1   3
LUMO (alpha / beta)   0.6628 / -2.8029 eV
HOMO energy (alpha / beta)   -9.122 / -9.948 eV

Positions of all 20 atoms, in Å:
C -2.615 -0.825 0.263
C 1.314 -2.921 -0.840
C -0.517 2.090 -1.120
C 1.424 0.020 -0.032
C -0.380 1.586 1.852
N -3.619 -1.204 0.709
N -1.477 -0.491 -0.095
Si -0.334 0.727 0.180
H 1.274 -2.785 -1.877
H 1.959 -3.832 -0.534
H 0.271 -3.169 -0.489
H 0.402 2.716 -1.068
H -0.762 1.625 -2.054
H -1.354 2.871 -0.958
H 1.576 -2.033 -0.252
H 2.172 0.421 -0.815
H 1.889 -0.050 0.909
H -1.468 1.571 2.170
H 0.294 1.058 2.494
H -0.048 2.624 1.557

***

Which of them is the most stable? Correct choice: ii.

***

--- i ---
A single C2H4ClNS molecule, computed with wB97M-V/def2-TZVPD.

Properties
HOMO-LUMO gap   9.04 eV
LUMO   0.1082 eV
HOMO energy   -8.928 eV

Positions of all 9 atoms, in Å:
N 1.307 0.251 -0.774
C 0.140 0.559 -0.085
S -0.127 1.985 0.626
C -0.939 -0.537 0.348
Cl -1.379 -1.849 -0.822
H 1.865 1.028 -0.659
H 1.650 -0.706 -0.553
H -0.716 -0.832 1.395
H -1.802 0.101 0.524

***

--- ii ---
A single C2H4ClNS molecule, computed with wB97M-V/def2-TZVPD.

Properties
HOMO-LUMO gap   10.11 eV
LUMO   0.7567 eV
HOMO energy   -9.354 eV

Positions of all 9 atoms, in Å:
S 0.342 1.815 1.379
N -0.502 0.281 1.490
C -0.478 -0.505 0.501
C 0.190 -0.299 -0.811
Cl -0.009 -1.624 -1.878
H -0.129 2.458 2.475
H -0.910 -1.430 0.743
H -0.278 0.583 -1.303
H 1.247 -0.171 -0.627

***

Which of them is the most stable? Correct choice: i.

***

--- i ---
A molecular structure, C11H21F6KO8P, computed with wB97M-V/def2-TZVPD.

Properties
Total charge   -1
HOMO-LUMO gap   6.89 eV
LUMO   2.3986 eV
HOMO energy   -4.492 eV

Positions of all 48 atoms, in Å:
K -7.014 -34.652 3.436
C -9.861 -35.265 5.701
O -10.164 -34.881 4.346
O -8.541 -35.078 5.930
C -10.970 -34.867 6.743
F -11.060 -33.531 6.927
F -12.173 -35.291 6.288
F -10.766 -35.340 7.982
C -10.213 -33.511 4.001
C -10.420 -33.376 2.497
H -10.428 -32.329 2.188
H -9.615 -33.884 1.960
H -11.324 -33.846 2.104
H -9.286 -32.970 4.219
H -11.028 -33.000 4.523
H -10.088 -36.326 5.499
C -5.125 -35.483 0.171
O -4.030 -34.582 0.495
O -5.711 -35.887 1.301
C -6.011 -34.807 -0.885
F -6.908 -35.679 -1.382
F -6.788 -33.776 -0.426
F -5.310 -34.354 -1.944
C -2.917 -34.535 -0.379
C -1.894 -33.549 0.110
H -1.637 -33.707 1.160
H -0.909 -33.690 -0.345
H -2.248 -32.544 -0.125
H -3.110 -34.290 -1.426
H -2.413 -35.510 -0.393
H -4.610 -36.313 -0.341
C -8.460 -30.289 -0.376
O -8.180 -31.266 0.623
P -7.171 -30.974 1.816
O -6.970 -32.136 2.708
O -5.841 -30.393 1.134
C -4.844 -31.394 0.809
O -7.772 -29.679 2.522
C -8.724 -29.819 3.556
H -8.204 -30.624 -1.379
H -7.862 -29.397 -0.177
H -9.509 -30.015 -0.272
H -3.882 -30.914 0.990
H -4.825 -31.709 -0.234
H -4.905 -32.292 1.419
H -9.640 -29.272 3.315
H -8.400 -29.259 4.438
H -8.949 -30.846 3.834

***

--- ii ---
A molecular structure, C11H21F6KO8P, computed with wB97M-V/def2-TZVPD.

Properties
Total charge   -1
HOMO-LUMO gap   3.98 eV
LUMO   -0.0527 eV
HOMO energy   -4.034 eV

Positions of all 48 atoms, in Å:
K -0.238 -3.843 -0.377
C 4.331 -6.461 3.304
O 3.856 -5.257 3.912
O 3.893 -6.445 1.946
C 5.804 -6.964 3.789
F 6.778 -6.166 3.360
F 5.831 -6.955 5.176
F 6.201 -8.170 3.317
C 4.500 -4.001 3.625
C 3.737 -2.856 4.316
H 4.182 -1.887 4.092
H 2.701 -2.843 3.979
H 3.638 -2.925 5.399
H 4.508 -3.737 2.568
H 5.532 -4.007 3.977
H 3.661 -7.057 3.923
C -6.780 0.038 -1.494
O -6.594 0.476 -2.862
O -5.964 -1.121 -1.271
C -6.625 1.265 -0.563
F -7.005 0.975 0.667
F -5.316 1.738 -0.362
F -7.385 2.292 -0.936
C -7.698 1.137 -3.565
C -7.334 1.515 -4.945
H -6.900 0.685 -5.503
H -8.185 1.721 -5.595
H -6.717 2.411 -4.876
H -8.123 2.039 -3.123
H -8.533 0.446 -3.682
H -7.840 -0.219 -1.486
C 1.890 5.264 0.596
O 1.757 3.884 0.319
P 2.177 3.261 -1.102
O 1.904 1.778 -1.224
O 1.447 4.197 -2.228
C 0.125 3.716 -2.652
O 3.723 3.672 -1.248
C 4.711 2.837 -0.745
H 0.954 5.766 0.840
H 2.276 5.747 -0.302
H 2.650 5.355 1.371
H 0.066 3.953 -3.715
H -0.744 4.205 -2.213
H -0.025 2.643 -2.533
H 5.358 3.369 -0.048
H 5.454 2.630 -1.515
H 4.358 1.902 -0.310

***

Which of them is the most stable? Correct choice: i.

***

--- i ---
3 unconnected molecules or ions with the total composition CH4N6O, computed with wB97M-V/def2-TZVPD.

Properties
HOMO-LUMO gap   8.27 eV
LUMO   -0.4387 eV
HOMO energy   -8.705 eV

Positions of all 12 atoms, in Å:
C -0.113 -1.026 0.145
H -0.420 1.395 1.746
H 1.643 1.055 0.589
H -1.749 1.089 -1.406
H 2.818 -0.567 -0.296
N 0.338 1.504 0.422
N -0.221 0.298 -0.284
N -1.623 0.479 -0.605
N -2.122 -0.664 -0.169
N -1.351 -1.580 0.426
N 1.005 -1.518 -0.067
O 1.796 -0.467 -0.501

***

--- ii ---
A molecular structure, CH4N6O, computed with wB97M-V/def2-TZVPD.

Properties
HOMO-LUMO gap   8.12 eV
LUMO   -0.2947 eV
HOMO energy   -8.417 eV

Positions of all 12 atoms, in Å:
C -0.088 -0.788 0.001
H 3.156 -0.416 0.039
H 1.781 0.476 -0.758
H -0.387 1.399 1.321
H -0.757 2.484 -0.197
N 2.054 -0.370 -0.199
N 1.176 -1.352 -0.149
N -1.072 -1.740 0.522
N -2.221 -1.395 0.053
N -0.635 0.476 -0.398
N -0.818 1.470 0.495
O -2.189 -0.245 -0.731

***

Which of them is the most stable? Correct choice: ii.